No. 1
{"formula": "C5H9N2O", "method": "ωB97M-V with the def2-TZVPD basis set", "species": ["H", "N", "H", "H", "C", "H", "H", "H", "C", "C", "H", "O", "H", "N", "H", "C", "C"], "xyz": [[0.8426, 1.3023, -0.1300], [1.1369, -0.6830, 2.1135], [1.5066, 1.4204, 2.2089], [1.2992, -1.8834, -0.1580], [0.2033, -1.6146, -0.5231], [-2.1052, 0.6751, -0.6229], [0.1282, -1.9971, -1.6637], [-0.4036, 1.6121, 0.8091], [0.9824, 0.4768, 1.7088], [-1.3326, 0.1539, -1.2158], [-1.8792, -0.6872, -1.7999], [-0.6572, -2.3519, 0.2845], [1.5041, -0.8712, 3.0349], [-0.4946, -0.3258, -0.1190], [-0.5807, 0.6610, -1.7648], [-1.1665, -1.3427, 0.8709], [0.2044, 0.7996, 0.4683]], "mulliken_charge": [0.48, -0.44, 0.32, 0.29, -0.38, 0.37, 0.31, 0.44, -0.10, -0.87, 0.35, -0.08, 0.25, 0.58, 0.39, -0.20, -0.71], "orbital_gap_ha": 0.376, "lumo_ev": -4.0, "e_tot_ha": -380.21460, "charge": 1, "spin_multiplicity": 1, "de_lowest_kcal_mol": 148.85}

No. 2
{"formula": "C31H47BrCl2N4OP", "method": "ωB97M-V with the def2-TZVPD basis set", "species": ["C", "Br", "H", "H", "H", "C", "H", "H", "C", "H", "C", "C", "H", "C", "C", "H", "N", "C", "H", "C", "H", "C", "C", "P", "H", "N", "H", "C", "H", "H", "C", "H", "C", "H", "C", "H", "C", "H", "C", "O", "C", "N", "C", "H", "H", "C", "H", "H", "H", "H", "H", "H", "N", "C", "H", "H", "H", "Cl", "C", "H", "H", "H", "H", "C", "H", "C", "H", "H", "C", "Cl", "C", "H", "H", "H", "H", "H", "C", "H", "H", "C", "H", "C", "H", "H", "H", "C", "C"], "xyz": [[-0.7364, -0.8860, 0.4833], [-5.7336, -0.4393, -0.0338], [3.7807, -0.3034, -7.6524], [2.0950, 0.6724, -2.9834], [0.9756, 5.3794, -1.9657], [2.9750, -1.5599, 2.6971], [-0.7110, 2.4520, -0.5322], [2.2299, -2.4798, -0.1102], [-2.6069, -2.9837, 1.7790], [-5.9716, -3.0239, 2.2112], [2.7744, -1.3504, -2.2976], [-1.0903, 3.9432, 3.0499], [1.0753, -2.6335, -2.3814], [-3.2345, -2.3748, 4.0190], [1.6678, 0.1837, 0.5584], [3.1485, -2.1905, -2.8984], [1.3151, -2.1402, -0.3854], [-1.1934, 0.4232, -0.2264], [2.1051, -4.1342, 2.2096], [1.0864, -3.7187, 2.1784], [4.4036, 1.2936, -2.4544], [-1.4993, -2.0977, -0.0929], [0.8435, 4.6229, -1.1826], [1.1615, -1.8582, 2.2967], [-0.2401, 4.4606, -1.1356], [-0.3241, 1.2617, 2.5446], [-1.2389, -2.4848, 3.3891], [4.3037, 0.4477, -3.1470], [-5.3077, -2.2790, 4.4932], [-2.5259, -1.8079, -0.3711], [1.8298, -0.5680, -6.8923], [0.6708, -4.0445, 1.2212], [-0.9376, 3.0293, 4.0926], [-1.4085, 4.9662, 3.2185], [2.7438, -0.2685, -7.9851], [2.5588, 0.7252, -8.3914], [-2.2702, -2.6101, 3.0690], [-2.9413, -2.0652, 5.0203], [0.8274, -1.1287, 0.5480], [-1.6079, -3.1716, 0.8454], [-0.3010, 1.6622, 0.1046], [1.0781, 1.2701, -0.2889], [2.8390, -0.1085, -3.2119], [-5.0997, 1.7855, 0.9427], [2.9401, 1.8843, -0.9232], [-3.3303, 0.6075, 1.2955], [3.0733, -0.6276, 3.2550], [1.2004, 5.0772, -0.2555], [-1.0753, -0.8283, 1.5254], [-1.0390, -2.5000, -0.9996], [3.5552, -1.5373, 1.7582], [-0.9868, 4.0968, 0.9334], [1.1058, -0.8042, -6.0332], [-0.4804, 2.1229, 1.5421], [-3.0097, 1.3652, 2.0249], [1.0451, 2.8661, -2.4069], [2.6632, -0.0014, 0.1381], [2.6247, 3.1519, 0.9761], [2.0568, 2.3917, -0.5178], [0.9843, 0.8519, -1.2256], [1.8333, 0.5609, 1.5700], [-1.1203, 3.3161, 5.1231], [-0.3996, 1.0489, 4.5832], [-4.8691, 0.7574, 1.2422], [3.3612, -2.4260, 3.2427], [-0.8507, 3.4306, 1.7858], [4.9462, -0.3409, -2.7350], [4.6904, 0.7326, -4.1289], [1.3377, -1.7342, -1.8033], [3.1499, 3.9691, -2.3933], [-0.5442, 1.7472, 3.7525], [-3.2387, 0.2473, -0.8747], [2.6933, -0.3800, -4.2680], [-4.2487, -3.4555, 0.4957], [-5.3165, 0.5876, 2.2235], [-3.1347, -0.3636, 1.7678], [1.6256, 3.3816, -1.6305], [3.4800, -1.2802, -1.4560], [-2.7824, 1.8513, -0.3433], [-2.7011, 0.7790, -0.0851], [0.5778, -0.9889, -2.0684], [-4.5831, -2.5058, 3.7165], [2.6323, -0.9849, -8.7979], [-1.0264, 0.2619, -1.3121], [0.5119, -4.1260, 3.0137], [-3.9465, -3.1517, 1.4975], [-4.9137, -2.9181, 2.4436]], "mulliken_charge": [0.29, -0.21, 0.29, 0.07, 0.53, -1.11, 0.48, 0.56, 0.25, 0.39, -0.97, -0.91, 0.63, -0.71, -3.18, 0.43, 0.04, -0.51, 0.50, -1.35, 0.28, -0.99, -1.35, 0.27, 0.26, 0.25, 0.19, -1.36, 0.43, 0.45, 0.43, 0.34, -0.76, 0.50, -0.88, 0.28, 0.31, 0.41, 0.95, -0.39, -0.22, 0.60, 0.86, 0.55, -0.19, 0.96, 0.30, 0.36, 0.21, 0.22, 0.33, 0.34, -0.40, 0.55, 0.05, 0.32, 0.88, -0.05, 0.53, -0.37, 0.92, 0.46, 0.44, -1.08, 0.48, -0.40, 0.34, 0.36, -0.85, -0.12, -0.41, 0.79, -0.34, 0.52, 0.53, -0.68, 0.54, 0.56, 0.42, -2.00, -0.03, -0.53, 0.30, 0.29, 0.40, -0.15, -0.71], "orbital_gap_ha": 0.301, "lumo_ev": -2.2, "e_tot_ha": -5339.18059, "charge": 1, "spin_multiplicity": 1}

No. 3
{"formula": "C19H19MoN4O11", "method": "ωB97M-V with the def2-TZVPD basis set", "species": ["H", "C", "O", "C", "C", "H", "H", "C", "C", "O", "C", "H", "C", "N", "C", "H", "C", "N", "Mo", "H", "C", "C", "H", "O", "O", "H", "C", "N", "H", "H", "C", "O", "H", "O", "H", "C", "O", "H", "H", "H", "N", "O", "C", "C", "H", "C", "H", "O", "C", "H", "H", "O", "C", "O"], "xyz": [[-2.5462, -0.3157, 5.0216], [-1.8847, -3.8288, -1.4135], [-0.7395, -1.7039, -0.0190], [1.5173, 2.4522, -1.6261], [-1.8096, -2.5119, -3.4489], [-3.5791, -0.9284, 3.7372], [-1.1442, -0.4708, 6.0064], [-0.9444, -1.5783, -1.3097], [-2.5848, 0.2274, 1.7172], [0.1568, 0.3679, 2.1859], [2.2762, 1.3474, -1.2185], [-3.0602, -0.7245, 1.4682], [3.5890, 1.2155, -1.6751], [4.4535, 0.0665, -1.3037], [1.4359, 0.4491, 4.3910], [-1.6674, -3.9090, -0.3578], [3.3774, 3.2320, -2.9026], [-1.9564, 0.1577, 3.0286], [-0.0006, 0.1808, 0.1712], [-3.3177, 1.0395, 1.6867], [-2.7230, -4.7354, -3.4525], [-2.4649, -4.8749, -2.0870], [-2.6076, -3.4794, -5.1849], [5.5789, 0.0802, -1.7337], [5.1165, 4.0659, -4.1382], [1.4886, 4.2458, -2.8035], [-2.4041, -3.5751, -4.1264], [-0.0382, 0.3673, 4.3917], [5.1691, 2.0413, -2.8612], [-1.7179, -1.4464, -5.0164], [2.0770, 3.3974, -2.4826], [-0.5723, 3.5877, -1.6791], [-1.4833, 1.2534, 5.6650], [-0.5766, -0.4524, -1.7566], [1.7719, 1.3674, 3.9121], [0.1111, 2.7441, -1.1916], [-1.4820, -1.3719, -4.0814], [-3.6148, 0.7994, 4.1441], [1.7608, 0.4378, 5.4243], [0.0285, 0.7715, 6.4163], [3.9733, 4.2418, -3.8016], [-0.3350, 2.0286, -0.1091], [-2.9748, -0.0784, 4.0536], [-1.5509, -2.6349, -2.0753], [-3.1788, -5.5492, -3.9982], [4.1502, 2.1562, -2.5156], [-2.7123, -5.7905, -1.5741], [3.9750, -0.8001, -0.6119], [-0.6334, 0.2930, 3.2047], [1.8677, -0.4054, 3.8722], [-1.9007, 0.4915, 0.8882], [3.2677, 5.1637, -4.1272], [-0.7167, 0.4788, 5.6845], [1.7797, 0.4166, -0.3875]], "mulliken_charge": [0.33, -0.33, -0.89, 0.63, 1.00, 0.36, 0.38, 1.67, -0.56, -0.70, 1.02, 0.44, -0.69, 1.08, -0.89, 0.44, -0.40, 0.21, 0.74, 0.42, -0.46, -0.83, 0.33, -0.62, -0.61, 0.65, -0.92, 0.01, 0.67, 0.33, -0.79, -0.55, 0.46, -0.88, 0.31, 0.45, -0.42, 0.37, 0.32, 0.35, 1.08, -0.38, -1.07, -0.06, 0.41, -0.11, 0.42, -0.61, 0.86, 0.30, 0.37, -0.61, -1.23, -0.80], "orbital_gap_ha": [0.271, 0.288], "s2": 2.01, "lumo_ev": [-4.5, -4.1], "e_tot_ha": -1849.95125, "charge": 1, "spin_multiplicity": 3, "de_lowest_kcal_mol": 16.63}

No. 4
{"formula": "C28H25FN6O2", "method": "ωB97M-V with the def2-TZVPD basis set", "species": ["H", "C", "N", "H", "C", "C", "C", "C", "H", "C", "N", "C", "C", "H", "O", "C", "C", "H", "C", "O", "C", "H", "H", "C", "H", "H", "H", "H", "N", "C", "C", "H", "C", "C", "C", "C", "H", "C", "N", "H", "H", "H", "H", "N", "H", "C", "H", "C", "H", "C", "C", "N", "C", "H", "C", "H", "F", "H", "C", "H", "C", "H"], "xyz": [[-1.1759, 1.3206, 2.3313], [0.3060, -1.3838, -1.7848], [0.2502, -2.0147, -2.9893], [-4.4641, -0.5560, -4.5942], [-1.0391, 4.9148, 5.6649], [0.4050, -0.1219, 4.7412], [-0.8800, -0.6800, -1.5559], [-2.7346, -1.6944, -5.1367], [2.5980, 0.3872, 1.3468], [-0.9596, -1.7286, -3.5686], [-0.9472, 3.8799, 4.8504], [1.3876, -1.3869, -0.8343], [2.6546, -1.1376, -7.3326], [-1.8642, 0.6227, -0.0996], [1.3817, -2.0334, 3.1034], [-1.2663, 2.6617, 5.3005], [1.4404, -0.8848, 2.7064], [-3.5561, 0.1663, -2.4115], [1.9799, -0.8410, -5.0646], [2.4614, -1.9648, -0.9485], [-1.4725, -2.1321, -4.7962], [-1.5302, 0.0455, 5.6953], [-2.1012, 3.4341, 8.4849], [2.4672, -2.5023, -7.1946], [0.9274, 0.4714, 5.5007], [1.8819, -4.0909, -5.8905], [1.3898, 2.1675, 3.7509], [-3.1589, -1.9901, -6.0846], [0.9937, 0.1523, 3.4446], [1.7745, -2.2061, -4.8983], [2.4091, -0.2982, -6.2611], [-0.7652, 5.8655, 5.2243], [-1.4420, 4.8242, 6.9833], [-3.4798, -0.8747, -4.2854], [-1.7755, 3.5621, 7.4622], [-0.6470, 1.9186, 3.0770], [2.5487, 0.7687, -6.3347], [-1.7076, -0.8952, -2.6994], [-1.2232, 1.6521, 4.3763], [2.9920, -0.7254, -8.2708], [-1.5946, -0.3370, 3.9670], [0.5336, -1.1845, 4.9514], [-1.9624, 1.4946, 6.9978], [1.0927, -0.6268, 0.2879], [1.2161, 1.6952, 2.0396], [-1.0810, 0.2595, 4.7282], [2.7992, -1.3705, 1.1338], [-0.9897, 0.0435, -0.3518], [2.1401, -2.7915, -2.8686], [2.0798, -0.5746, 1.3509], [-1.6921, 2.4700, 6.6275], [-0.0303, 0.0554, 0.5172], [1.3111, -2.7850, -3.5870], [0.9737, -3.8161, -3.7428], [-2.9804, -0.4684, -3.0679], [2.6592, -3.1618, -8.0270], [1.7547, 0.0003, -4.0317], [-0.9018, -2.7601, -5.4630], [0.8399, 1.5332, 3.0451], [-0.7596, 2.9801, 2.8634], [2.0288, -3.0253, -5.9913], [-1.4962, 5.6973, 7.6130]], "mulliken_charge": [0.49, 0.05, 0.09, 0.38, -0.43, -0.86, 0.71, -0.70, 0.30, 0.26, -0.31, 0.91, -0.35, 0.49, -0.67, 0.95, 0.89, 0.48, 0.63, -0.77, -0.65, 0.39, 0.40, -0.76, 0.30, 0.40, 0.44, 0.41, 0.08, 0.44, -0.72, 0.38, -0.47, -0.74, -0.56, -1.10, 0.44, 0.10, 0.08, 0.38, 0.34, 0.50, 0.25, 0.40, 0.42, -0.88, 0.43, -0.53, 0.39, -1.07, -0.54, -0.53, -1.10, 0.34, -0.51, 0.39, -0.32, 0.43, -0.71, 0.39, -0.25, 0.38], "orbital_gap_ha": 0.298, "smiles": "O=C(Cn1ncc2c3ccccc3n(Cc3ccccc3F)c2c1=O)N1CCN(c2ccccn2)CC1", "lumo_ev": 0.3, "e_tot_ha": -1660.91689, "charge": 0, "spin_multiplicity": 1}